Entry 1:
{"formula": "C41H37BF35N4O13PS2", "method": "wB97M-V/def2-TZVPD", "total_charge": 0, "total_energy_ev": -202431.267, "lumo_ev": -1.59, "fmax_ev_per_a": 5.5, "homo_ev": -8.93, "homo_lumo_gap_ev": 7.3, "smiles": "[H]/N=C/Cc1c(CCSc2nnco2)c(C[C@@H](O)C(F)(F)F)c2c(c1P(O)(O)=S)C(=O)C(B(O)CC)=C(ON=O)C2=O.FC(F)C(F)(F)COC(F)(F)C(F)F.FC(F)C(F)(F)COC(F)(F)C(F)F.FC(F)C(F)(F)COC(F)(F)C(F)F.FC(F)C(F)(F)COC(F)(F)C(F)F", "elements": ["S", "S", "P", "F", "F", "F", "F", "F", "F", "F", "F", "F", "F", "F", "F", "F", "F", "F", "F", "F", "F", "F", "F", "F", "F", "F", "F", "F", "F", "F", "F", "F", "F", "F", "F", "F", "F", "F", "O", "O", "O", "O", "O", "O", "O", "O", "O", "O", "O", "O", "O", "N", "N", "N", "N", "C", "C", "C", "C", "C", "C", "C", "C", "C", "C", "C", "C", "C", "C", "C", "C", "C", "C", "C", "C", "C", "C", "C", "C", "C", "C", "C", "C", "C", "C", "C", "C", "C", "C", "C", "C", "C", "C", "C", "C", "C", "B", "H", "H", "H", "H", "H", "H", "H", "H", "H", "H", "H", "H", "H", "H", "H", "H", "H", "H", "H", "H", "H", "H", "H", "H", "H", "H", "H", "H", "H", "H", "H", "H", "H", "H", "H", "H", "H"], "coordinates": [[3.85057, 0.61405, -3.15406], [1.21315, 6.55931, 0.28668], [2.08872, 0.00296, -2.53062], [-4.10556, 4.81547, 3.24874], [3.64724, -4.56186, -3.45065], [-4.04928, 3.78583, 6.79508], [-10.07493, -1.30543, 8.92141], [2.09703, -3.87102, -11.61581], [-4.50236, 0.93673, 7.07134], [3.29245, -4.74690, -7.23999], [-4.67909, 2.74644, 9.00611], [2.57077, -0.25737, -8.74331], [7.00797, -4.41850, -2.33850], [-8.08619, 0.99752, 5.59495], [2.44634, -1.04275, -12.15194], [1.72452, -1.88907, -9.90130], [-11.47792, 0.38213, 7.25440], [4.54990, -2.98987, -2.25140], [5.07266, -6.84714, -7.05520], [3.94280, -6.49652, -5.23537], [4.33825, -3.66185, -5.68785], [-3.68834, 4.20113, 10.27892], [3.27482, -4.25523, -13.39746], [-2.09842, 5.83832, 3.68149], [-7.42438, 0.43738, 3.60292], [-5.18012, 2.83181, 5.21417], [6.33618, -3.65043, -4.23516], [-8.53377, -1.79656, 4.77215], [-1.27285, 2.73021, 9.98715], [-1.99785, 3.65146, 8.17941], [-6.38761, -1.97894, 4.69231], [-8.85581, 0.25002, 8.02405], [-3.44811, 0.68568, 5.18833], [-3.09919, 6.02251, 1.59065], [1.45993, -2.20237, -13.68800], [-10.29309, -0.22958, 5.55172], [4.41223, -0.95115, -10.66600], [5.06158, -1.63388, -8.72838], [-0.77864, -1.31664, 5.60737], [2.10779, -1.64722, -2.04066], [4.27929, -3.13670, -10.14763], [-2.52580, 2.64723, 2.88851], [0.83780, -0.95443, 4.42258], [0.94753, -3.69692, 1.83539], [1.54923, 2.08126, 3.97542], [6.16815, -5.85015, -3.79664], [3.54491, -0.85196, 0.35082], [-7.31813, -1.53903, 6.64848], [3.92993, 5.73813, -0.29162], [-2.20649, 1.42900, 8.46404], [1.07331, 0.01364, -3.92887], [-0.50216, -0.76933, 4.57205], [3.06135, 4.53553, 1.47368], [4.35201, 4.09562, 1.30636], [-1.80526, 1.49499, -3.06566], [0.38543, 2.89300, -3.00523], [4.49176, -4.62688, -6.61123], [-3.54248, 1.49141, 6.28998], [6.03791, -4.54433, -3.27337], [-8.52056, -1.97115, 7.30665], [2.64067, -2.03465, -13.03767], [1.63957, 0.82845, 0.37119], [0.21861, 3.04604, 1.18830], [3.07836, -3.35153, -12.39059], [4.11137, -1.81449, -9.67685], [-0.98867, 2.36108, -3.62350], [4.89160, 4.83500, 0.20731], [0.61897, 2.45835, -1.47309], [-0.73686, 4.71084, -0.84814], [-7.21303, 0.21473, 4.92465], [1.32240, 1.29244, 3.03242], [2.48637, -0.45175, 0.88333], [2.72772, -1.56773, -9.05643], [0.31524, 5.89624, -1.23036], [-0.42460, 3.98888, 2.29419], [1.04820, 1.74822, 1.50623], [-9.53308, -0.88660, 7.73734], [-2.28231, 2.69624, 9.08550], [-2.83396, 5.12709, 2.68879], [-10.69270, -0.61762, 6.77433], [1.42395, 1.13667, -1.15948], [1.87294, -1.15524, 2.20708], [6.24404, -5.98290, -5.22611], [-3.61340, 2.92938, 9.81552], [-7.39220, -1.27273, 5.26192], [3.12435, -3.44631, 3.27784], [-2.18845, 1.39431, 7.02653], [0.04320, 3.38758, -0.34292], [4.51339, -3.51891, 2.41676], [2.77433, 5.56617, 0.52277], [-2.03943, 3.80808, 2.16429], [1.33590, -0.31360, 3.23604], [4.38737, -3.31183, -11.57105], [4.91700, -5.97197, -6.01665], [-3.95425, 2.88321, 5.80381], [4.67309, -4.29360, -2.61584], [1.89815, -2.77958, 2.40320], [2.60028, -2.15959, -8.14676], [-8.15827, -2.42621, 8.23324], [-0.17844, 3.71236, 3.37221], [5.12245, -2.62854, -12.00495], [-1.30605, 2.82500, -4.63223], [-0.20351, 5.10108, 2.17072], [1.49219, -4.41423, 1.42295], [-1.44700, 2.08616, 6.61737], [4.83668, -4.30380, -11.67593], [-3.43687, 2.51388, 2.51701], [2.88523, -4.52360, 3.60814], [-9.00129, -2.79120, 6.76619], [-2.36160, 3.65435, 1.06401], [4.22515, -3.79760, 1.34737], [5.21986, -4.28164, -7.35074], [-6.20463, 0.55025, 5.17479], [1.30898, 2.49192, -3.57770], [3.03562, -1.98431, -2.17646], [-3.71586, 2.24553, 10.66125], [-1.39190, 4.47047, -1.76964], [-0.22075, 6.79002, -1.72128], [-1.79419, 0.39987, 6.79706], [5.25612, -4.24973, 2.89656], [3.37907, -1.69979, -13.77149], [5.91653, 4.82290, -0.28826], [0.40130, 4.02718, -3.16681], [1.13674, 5.54975, -1.94188], [1.57036, 0.44276, -4.67429], [3.36156, -2.84982, 4.22303], [6.67070, -6.97970, -5.37152], [-3.24636, 3.26048, 5.06257], [4.94589, -2.45582, 2.43596], [6.98410, -5.30121, -5.65402], [-11.31874, -1.50749, 6.66437], [-1.42606, 5.15910, -0.05843], [-2.59992, 1.41137, -3.73804], [4.54969, -4.91566, -1.72649]], "lowdin_charge": [0.25, 0.90, 0.39, 0.07, 0.10, 0.10, 0.10, 0.13, 0.12, 0.09, 0.09, 0.10, 0.15, 0.10, 0.09, 0.10, 0.09, 0.07, 0.11, 0.13, 0.09, 0.10, 0.10, 0.07, 0.10, 0.09, 0.14, 0.13, 0.14, 0.14, 0.14, 0.13, 0.10, 0.04, 0.09, 0.10, 0.13, 0.14, 0.05, -0.25, 0.02, -0.05, -0.04, 0.08, 0.07, 0.04, 0.06, 0.04, -0.06, 0.04, -0.29, 0.02, 0.01, 0.02, 0.08, -0.15, -0.30, -0.42, -0.50, -0.04, -0.30, 0.01, -0.03, -0.43, -0.50, -0.23, -0.07, -0.07, -0.19, -0.28, -0.20, -0.22, -0.27, -0.43, -0.07, 0.04, -0.43, -0.50, -0.32, -0.30, -0.13, 0.10, -0.04, -0.27, -0.50, -0.16, -0.04, -0.05, -0.12, -0.50, -0.22, -0.07, -0.04, -0.43, -0.30, -0.25, -0.33, 0.17, 0.15, 0.13, 0.14, 0.12, 0.09, 0.12, 0.15, 0.15, 0.13, 0.10, 0.14, 0.16, 0.06, 0.17, 0.14, 0.09, 0.02, 0.17, 0.12, 0.10, 0.12, 0.08, 0.17, 0.14, 0.10, 0.08, 0.06, 0.11, 0.15, 0.14, 0.08, 0.15, 0.17, 0.08, 0.05, 0.18]}


Entry 2:
{"formula": "C41H37Cl5HgP2", "method": "wB97M-V/def2-TZVPD", "total_charge": 0, "total_energy_ev": -128478.314, "lumo_ev": -0.30, "fmax_ev_per_a": 2.2, "homo_ev": -7.81, "homo_lumo_gap_ev": 7.5, "elements": ["Hg", "Cl", "Cl", "Cl", "Cl", "Cl", "P", "P", "C", "C", "C", "C", "C", "C", "C", "C", "C", "C", "C", "C", "C", "C", "C", "C", "C", "C", "C", "C", "C", "C", "C", "C", "C", "C", "C", "C", "C", "C", "C", "C", "C", "C", "C", "C", "C", "C", "C", "C", "C", "H", "H", "H", "H", "H", "H", "H", "H", "H", "H", "H", "H", "H", "H", "H", "H", "H", "H", "H", "H", "H", "H", "H", "H", "H", "H", "H", "H", "H", "H", "H", "H", "H", "H", "H", "H", "H"], "coordinates": [[1.71235, -2.22173, 3.17140], [4.84608, -3.14314, 4.52080], [6.24070, -5.82756, 3.41620], [4.41747, -7.99653, 2.04512], [1.34819, -7.89618, 2.77989], [0.05962, -5.11014, 3.48059], [-1.74428, 3.72379, 0.73610], [1.17169, 3.47564, -0.51322], [-1.05143, -6.89932, -1.30178], [2.60578, -4.15468, 3.42438], [-3.19638, 1.84365, 2.15049], [-0.75378, -3.68740, -1.62990], [3.73808, -6.62125, 2.80110], [2.50652, 6.34357, -3.25155], [4.55846, -5.57329, 3.28145], [0.33391, -4.48254, -2.39335], [3.44252, 7.05424, -2.49388], [-2.91793, 2.31839, 0.85495], [1.77208, -5.26666, 3.27712], [1.26369, 0.73209, -0.76994], [3.96996, -4.33930, 3.66490], [-0.29287, 3.44056, -1.58376], [-1.49957, 3.72785, -1.05845], [-1.59105, -4.48929, -0.64093], [-3.22591, 7.56342, 0.32433], [-3.53415, 1.72344, -0.25217], [1.92809, 1.92118, -1.12058], [1.81053, 5.26660, -2.69101], [2.07498, 4.86098, -1.37302], [1.44891, -5.00662, -1.54985], [-4.13586, 0.83050, 2.33296], [3.66432, 6.68700, -1.16060], [-1.66764, -5.81033, -0.47844], [-4.48427, 0.71578, -0.05907], [0.40817, -7.24086, -0.91774], [3.60319, 0.64072, -2.29632], [1.40689, -6.13042, -0.82446], [2.33751, -6.51634, 2.95831], [-4.79070, 0.27066, 1.22929], [-2.40017, 6.43799, 0.35098], [2.98238, 5.61045, -0.59802], [2.95431, -0.54320, -1.93953], [1.78448, -0.50030, -1.16351], [-4.25352, 5.09612, 1.14770], [-2.91146, 5.18713, 0.75254], [3.10733, 1.88023, -1.87518], [-5.08067, 6.22362, 1.10450], [-4.57582, 7.46322, 0.70025], [-0.06112, -1.12327, 3.30275], [-1.11608, -6.70967, -2.36870], [1.29249, -1.42600, -0.86124], [0.78301, -3.78144, -3.11213], [-5.53639, -0.51291, 1.37451], [-2.67928, 2.28083, 3.00603], [2.30203, 6.63058, -4.28652], [3.35489, -1.50769, -2.26094], [4.37278, 7.25489, -0.55673], [-0.16970, -5.28280, -2.93913], [-6.12735, 6.13413, 1.39936], [4.51089, 0.61070, -2.90418], [3.98521, 7.89266, -2.93744], [3.14033, 5.34588, 0.45063], [-0.30412, -2.85991, -1.05428], [0.71374, -8.04634, -1.62151], [-0.68032, -1.25794, 2.40414], [0.33475, 0.77879, -0.19418], [0.18507, -0.07994, 3.46337], [-4.35725, 0.47818, 3.33975], [2.34570, -4.37095, -1.49225], [-0.58361, -1.56975, 4.15970], [3.61753, 2.80660, -2.13764], [-1.64306, -7.81381, -1.12059], [2.19810, -6.32473, -0.09678], [-5.22033, 8.34422, 0.68348], [-4.66578, 4.14315, 1.48268], [-1.35148, 6.52993, 0.04888], [-4.97962, 0.27782, -0.92656], [-2.82419, 8.52954, 0.01973], [-2.37870, 4.00600, -1.66799], [-2.22436, -3.86207, 0.01756], [-3.28502, 2.04183, -1.26525], [-0.13773, 3.20604, -2.65336], [1.04811, 4.76565, -3.29035], [-1.41030, -3.19493, -2.37490], [-2.29471, -6.19553, 0.33042], [0.45516, -7.71944, 0.07057]], "lowdin_charge": [1.13, 0.66, 0.69, 0.70, 0.71, 0.65, 1.00, 1.00, -0.20, -0.39, -0.12, -0.18, -0.72, -0.09, -0.71, -0.20, -0.09, -0.41, -0.74, -0.11, -0.77, -0.35, -0.37, -0.11, -0.09, -0.09, -0.39, -0.10, -0.38, -0.10, -0.09, -0.09, -0.12, -0.08, -0.19, -0.09, -0.11, -0.73, -0.09, -0.11, -0.11, -0.09, -0.09, -0.09, -0.37, -0.09, -0.09, -0.09, -0.35, 0.09, 0.08, 0.11, 0.10, 0.10, 0.10, 0.10, 0.10, 0.09, 0.10, 0.10, 0.10, 0.10, 0.08, 0.12, -0.03, 0.10, -0.05, 0.10, 0.10, -0.03, 0.10, 0.11, 0.09, 0.10, 0.10, 0.10, 0.10, 0.10, 0.09, 0.10, 0.09, 0.08, 0.09, 0.12, 0.10, 0.07]}